{"formula": "C56H139N11O20", "method": "the ωB97M-V functional and the def2-TZVPD basis", "elements": ["C", "C", "C", "O", "C", "O", "O", "H", "H", "H", "H", "H", "H", "C", "C", "C", "O", "C", "O", "O", "H", "H", "H", "H", "H", "H", "C", "C", "C", "O", "C", "O", "O", "H", "H", "H", "H", "H", "H", "C", "C", "C", "O", "C", "N", "H", "H", "H", "H", "H", "H", "H", "H", "H", "H", "H", "C", "C", "C", "O", "C", "N", "H", "H", "H", "H", "H", "H", "H", "H", "H", "H", "H", "C", "C", "C", "O", "C", "N", "H", "H", "H", "H", "H", "H", "H", "H", "H", "H", "H", "C", "C", "C", "O", "C", "N", "H", "H", "H", "H", "H", "H", "H", "H", "H", "H", "H", "C", "C", "C", "O", "C", "N", "H", "H", "H", "H", "H", "H", "H", "H", "H", "H", "H", "C", "C", "C", "O", "C", "N", "H", "H", "H", "H", "H", "H", "H", "H", "H", "H", "H", "C", "C", "C", "O", "C", "N", "H", "H", "H", "H", "H", "H", "H", "H", "H", "H", "H", "C", "C", "C", "O", "C", "N", "H", "H", "H", "H", "H", "H", "H", "H", "H", "H", "H", "C", "C", "C", "O", "C", "N", "H", "H", "H", "H", "H", "H", "H", "H", "H", "H", "H", "C", "C", "C", "O", "C", "N", "H", "H", "H", "H", "H", "H", "H", "H", "H", "H", "H", "C", "C", "C", "O", "C", "N", "H", "H", "H", "H", "H", "H", "H", "H", "H", "H", "H"], "positions_angstrom": [[-4.018, -4.151, 2.446], [-4.259, -5.492, 3.100], [-5.738, -5.833, 3.450], [-5.823, -7.242, 3.342], [-4.715, -7.671, 2.673], [-4.610, -8.757, 2.197], [-3.923, -6.599, 2.277], [-4.286, -3.345, 3.184], [-4.689, -3.957, 1.587], [-2.965, -3.892, 2.223], [-3.624, -5.524, 4.000], [-6.409, -5.439, 2.668], [-5.913, -5.488, 4.510], [-2.123, 6.071, 4.136], [-1.949, 6.847, 2.748], [-0.573, 6.852, 2.169], [-0.642, 5.751, 1.307], [-1.907, 5.504, 0.952], [-2.217, 4.770, 0.090], [-2.771, 6.223, 1.706], [-1.844, 6.709, 4.904], [-1.474, 5.192, 4.176], [-3.167, 5.704, 4.300], [-2.453, 7.804, 2.891], [0.187, 6.644, 2.920], [-0.360, 7.744, 1.588], [-4.959, 1.775, -3.274], [-3.974, 1.139, -2.261], [-3.845, 1.605, -0.851], [-3.593, 0.413, -0.133], [-4.200, -0.580, -0.782], [-4.524, -1.625, -0.296], [-4.498, -0.239, -2.015], [-4.833, 1.272, -4.225], [-4.859, 2.871, -3.342], [-5.920, 1.511, -2.890], [-3.021, 0.928, -2.771], [-4.783, 2.041, -0.534], [-3.145, 2.427, -0.570], [1.125, -0.201, 7.622], [0.412, -1.605, 7.691], [0.329, -2.243, 6.372], [-0.495, -1.418, 5.542], [-0.645, -1.831, 4.227], [1.040, -2.595, 8.644], [1.830, -0.039, 8.427], [0.372, 0.633, 7.572], [1.680, -0.120, 6.721], [-0.657, -1.501, 8.042], [-0.154, -3.202, 6.450], [1.285, -2.405, 5.855], [-1.264, -1.083, 3.620], [-1.062, -2.829, 4.202], [0.290, -1.845, 3.677], [0.984, -2.143, 9.548], [1.960, -2.747, 8.261], [-5.866, -1.015, 3.623], [-6.106, -0.640, 5.090], [-4.976, -1.138, 5.925], [-4.909, -2.592, 5.735], [-4.076, -3.149, 6.760], [-6.176, 0.831, 5.248], [-6.379, -0.388, 2.880], [-6.160, -2.062, 3.423], [-4.764, -0.974, 3.358], [-7.079, -1.063, 5.444], [-5.087, -0.810, 6.988], [-4.076, -0.628, 5.477], [-4.169, -4.242, 6.692], [-4.356, -2.713, 7.721], [-3.038, -2.866, 6.588], [-6.501, 1.072, 6.157], [-5.244, 1.226, 5.179], [1.222, 4.785, -1.679], [0.593, 4.563, -3.084], [-0.676, 5.386, -3.304], [-1.289, 4.848, -4.490], [-2.165, 5.762, -5.110], [1.644, 4.841, -4.092], [1.924, 3.964, -1.562], [0.563, 4.597, -0.875], [1.749, 5.719, -1.558], [0.185, 3.571, -3.073], [-0.527, 6.533, -3.389], [-1.317, 5.231, -2.425], [-2.489, 5.417, -6.061], [-1.726, 6.770, -5.246], [-3.100, 5.876, -4.442], [1.341, 4.637, -5.001], [2.393, 4.216, -3.959], [-2.584, 1.326, 2.687], [-2.246, 1.531, 4.241], [-0.741, 1.753, 4.435], [-0.374, 2.893, 3.602], [1.001, 3.022, 3.598], [-3.159, 2.551, 4.699], [-2.413, 2.214, 2.111], [-3.662, 1.157, 2.663], [-2.041, 0.505, 2.260], [-2.495, 0.556, 4.666], [-0.178, 0.804, 4.135], [-0.476, 1.981, 5.494], [1.577, 2.142, 3.252], [1.399, 3.223, 4.651], [1.319, 3.885, 2.937], [-3.143, 3.346, 4.018], [-2.833, 2.963, 5.570], [1.698, -3.727, -1.916], [2.581, -2.692, -2.546], [4.085, -3.155, -2.671], [4.566, -3.187, -1.363], [5.830, -3.719, -1.268], [1.981, -2.408, -3.858], [2.140, -4.170, -1.061], [1.503, -4.515, -2.631], [0.729, -3.362, -1.531], [2.752, -1.817, -1.934], [4.658, -2.470, -3.354], [4.188, -4.164, -3.175], [5.838, -4.814, -1.196], [6.273, -3.339, -0.350], [6.425, -3.321, -2.132], [1.006, -2.133, -3.776], [2.426, -1.584, -4.318], [6.498, 4.739, -2.056], [7.151, 3.797, -1.117], [6.209, 3.235, -0.083], [5.833, 4.215, 0.869], [4.742, 3.711, 1.621], [7.696, 2.676, -1.894], [5.655, 4.239, -2.503], [7.251, 5.116, -2.686], [6.122, 5.642, -1.516], [7.933, 4.348, -0.579], [6.713, 2.323, 0.378], [5.345, 2.841, -0.569], [5.156, 2.957, 2.245], [3.942, 3.309, 0.995], [4.389, 4.497, 2.237], [8.148, 2.960, -2.731], [8.386, 2.114, -1.399], [3.195, -5.321, 1.485], [2.550, -4.219, 2.202], [3.293, -2.963, 1.911], [2.868, -1.928, 2.793], [3.610, -0.729, 2.601], [1.115, -4.137, 1.891], [2.740, -6.267, 1.827], [4.289, -5.436, 1.703], [3.096, -5.202, 0.441], [2.653, -4.362, 3.312], [3.035, -2.573, 0.894], [4.391, -3.116, 2.050], [4.701, -0.850, 2.622], [3.378, -0.162, 3.517], [3.248, -0.193, 1.662], [0.998, -3.192, 1.579], [0.903, -4.660, 1.054], [-2.162, -2.106, -4.400], [-2.192, -3.415, -3.570], [-3.625, -3.810, -3.214], [-3.528, -4.964, -2.459], [-3.041, -4.812, -1.151], [-1.625, -4.528, -4.300], [-1.236, -1.502, -4.408], [-2.997, -1.382, -4.213], [-2.194, -2.429, -5.467], [-1.655, -3.164, -2.636], [-4.185, -3.893, -4.200], [-4.154, -3.010, -2.621], [-3.389, -3.922, -0.628], [-1.917, -4.929, -1.060], [-3.530, -5.625, -0.563], [-0.649, -4.414, -4.395], [-1.796, -5.248, -3.595], [-1.598, 0.669, -6.844], [-0.113, 0.737, -6.423], [0.773, 0.308, -7.552], [0.393, -0.869, -8.250], [0.564, -2.050, -7.512], [0.297, 2.025, -5.910], [-1.859, 1.466, -7.592], [-2.225, 0.638, -5.948], [-2.000, -0.183, -7.429], [0.014, 0.035, -5.578], [1.814, 0.147, -7.255], [0.780, 1.112, -8.294], [0.221, -2.873, -8.122], [0.058, -2.163, -6.536], [1.611, -2.280, -7.253], [-0.186, 2.213, -5.007], [-0.092, 2.775, -6.518], [1.053, 1.322, 0.043], [0.757, 0.285, -1.067], [-0.389, -0.691, -0.708], [-0.126, -1.442, 0.462], [-1.242, -2.299, 0.685], [0.371, 0.880, -2.347], [1.133, 0.866, 1.098], [0.206, 2.043, 0.023], [1.920, 1.942, -0.222], [1.756, -0.222, -1.239], [-0.520, -1.367, -1.594], [-1.219, -0.083, -0.618], [-2.118, -1.676, 0.929], [-0.961, -2.958, 1.500], [-1.455, -2.896, -0.233], [1.222, 1.218, -2.819], [-0.197, 1.678, -2.125], [4.594, 0.320, -5.543], [3.728, 1.224, -4.652], [4.306, 1.213, -3.204], [4.118, -0.022, -2.572], [4.510, 0.116, -1.202], [3.707, 2.581, -5.216], [4.424, -0.777, -5.422], [5.689, 0.482, -5.520], [4.489, 0.432, -6.640], [2.715, 0.787, -4.667], [3.646, 1.992, -2.686], [5.315, 1.598, -3.115], [5.540, 0.581, -1.104], [4.537, -0.867, -0.771], [3.817, 0.823, -0.708], [4.443, 2.701, -5.830], [2.819, 2.625, -5.723]], "forces_ev_per_angstrom": [[-0.650, 1.426, 0.380], [-0.190, 0.319, 0.457], [0.651, 1.394, 0.635], [1.330, -0.295, 0.487], [-0.787, 0.409, -2.591], [0.442, 0.086, 0.946], [-0.237, -1.170, 0.735], [0.036, -0.847, -0.380], [0.581, -0.272, 0.166], [-0.494, -0.724, -0.181], [-0.236, -0.205, -0.059], [0.070, 0.304, 0.704], [-0.460, -0.362, -1.288], [-0.560, -1.235, -2.768], [-2.791, -0.294, 2.182], [0.040, 0.171, 0.488], [0.766, -0.819, -0.785], [-0.336, 0.877, 0.914], [-0.508, -1.274, -1.321], [1.351, -0.170, 0.339], [0.452, 1.316, 1.548], [0.032, -0.020, -0.150], [0.746, 0.628, -0.329], [0.578, 0.214, -0.107], [0.075, 0.239, -0.068], [0.188, 0.201, 0.040], [0.978, 0.001, 1.313], [0.089, -1.247, -2.038], [0.103, 1.943, 0.439], [0.485, 0.287, 0.803], [-0.988, -1.059, 0.553], [0.523, -0.153, 0.231], [0.074, 1.156, -1.091], [0.087, 0.203, -0.221], [0.090, -0.508, -0.096], [-0.894, 0.149, 0.078], [0.051, 0.442, 0.401], [-0.718, -0.190, 0.245], [0.166, -0.998, -0.625], [-1.722, -0.066, 0.283], [-0.313, 0.441, 2.049], [-0.653, -0.143, -2.156], [0.015, 1.023, 0.889], [-0.327, 0.709, -1.417], [-1.315, 1.145, -1.475], [-0.136, 0.001, 0.417], [0.699, -0.769, 0.279], [0.603, -0.053, -1.016], [1.078, 0.178, -0.293], [-0.162, -0.676, 0.189], [0.228, 0.143, 0.257], [0.374, -1.112, 1.218], [-0.419, -0.374, -0.319], [0.571, -0.203, 0.028], [0.844, -0.319, 0.098], [0.557, -0.032, 0.843], [0.831, -0.585, -0.693], [-1.079, 0.872, -0.342], [0.566, -0.922, -0.619], [0.472, 1.396, 1.309], [-0.178, 0.135, -0.839], [0.092, -0.493, -0.883], [-0.066, 0.008, 0.535], [0.082, 0.468, 0.187], [-1.048, 0.105, 0.384], [0.723, 0.272, -0.305], [0.106, -0.650, -0.591], [-0.298, -0.699, 0.708], [-0.040, 0.362, 0.358], [-0.143, -0.517, 0.218], [0.306, -0.039, -0.093], [-0.398, 0.125, 0.812], [0.139, 0.208, -0.261], [0.370, -0.962, -1.405], [0.553, 1.983, 0.588], [0.306, 1.053, -0.178], [0.379, 0.663, -0.085], [-1.278, 0.835, 2.096], [-1.239, 0.733, 1.722], [0.620, 0.037, -0.047], [-1.204, 0.216, 0.803], [0.003, 0.327, -0.139], [0.083, -1.080, -0.281], [0.120, -1.765, -0.120], [-0.173, -0.027, -0.176], [-0.094, -0.644, -0.778], [0.022, -0.432, 0.155], [1.144, 0.049, -0.990], [-0.902, -0.203, -1.527], [1.325, -0.815, 0.360], [-0.448, 0.214, 2.136], [0.303, -0.841, -2.491], [-0.098, 0.067, -0.484], [-0.266, -1.326, 0.544], [2.117, 1.343, 0.538], [0.137, 1.481, -0.155], [0.427, 0.629, -0.232], [0.095, -0.336, -0.198], [0.189, -0.456, -0.252], [0.039, 0.122, 0.484], [-0.565, 1.314, 0.232], [-0.152, -0.118, -0.521], [-0.566, 0.014, -0.066], [-0.422, -0.067, -1.071], [-0.567, -0.832, 0.697], [-0.059, -1.024, 0.757], [-0.101, -0.138, 0.051], [-0.758, -0.041, 0.373], [1.087, -0.163, -0.928], [-1.318, -0.789, -1.768], [-0.940, 0.378, 0.221], [1.392, 0.372, -0.307], [0.848, 1.229, -0.743], [0.707, -0.424, 0.825], [-0.079, -0.222, -0.254], [0.287, 0.271, -0.460], [-0.673, 0.357, 0.333], [-0.380, -0.128, 0.825], [-0.333, 0.627, 0.603], [-0.004, 0.044, -0.414], [0.148, 0.037, 0.121], [-0.010, -0.710, 0.644], [0.022, -0.154, 0.311], [-0.213, -0.867, 0.579], [-1.218, 1.159, 1.552], [1.010, -0.327, 0.647], [1.226, -0.680, 0.711], [-0.198, -0.368, -0.776], [0.747, 0.183, -0.628], [-0.252, -0.775, 0.790], [-0.164, 0.042, -0.797], [0.611, 0.331, -1.528], [0.102, -0.758, -0.215], [0.108, -0.062, 0.087], [-0.470, 0.986, 0.010], [-0.931, -0.256, -0.572], [-0.062, -1.116, 0.805], [-0.033, 0.040, -0.063], [-0.498, 0.831, 0.543], [0.230, 0.547, -0.775], [-0.313, 0.226, 0.192], [1.371, -2.265, 1.099], [-0.277, 0.358, 1.835], [0.088, 1.637, -0.500], [0.708, 0.010, 0.163], [-1.215, 0.454, 0.179], [0.402, 0.238, 0.023], [0.086, 0.185, -0.498], [-0.841, 0.297, -0.061], [-0.154, -0.036, -1.284], [-0.084, -0.053, -0.761], [0.630, -0.635, 0.172], [-0.598, 0.058, -0.335], [-0.130, -0.351, -0.394], [-0.031, 0.319, -0.572], [0.653, -0.502, 1.074], [-0.507, 0.775, 0.021], [0.067, -0.457, -0.114], [-0.203, 0.053, -1.421], [-0.152, 2.727, -0.232], [0.039, 2.134, -0.559], [-0.870, -1.216, -0.066], [-0.001, -1.280, 1.199], [-1.216, -0.270, 0.946], [-0.099, -0.398, 0.701], [0.530, -0.805, 0.045], [-0.488, 0.263, 0.480], [-0.063, -0.383, 0.023], [0.461, -0.725, 1.322], [0.586, -0.498, -0.493], [0.138, 0.497, -0.447], [-1.096, 0.216, -0.225], [0.680, 0.266, -0.399], [1.326, 0.081, -0.134], [0.414, -0.710, -0.723], [-0.809, 0.053, -0.938], [-1.164, -1.562, 0.483], [0.924, -0.197, -1.019], [-0.511, 0.275, 0.486], [0.534, -0.894, 0.662], [-0.741, 1.493, 0.372], [0.216, 0.023, 1.165], [-0.095, 0.733, -0.117], [1.117, -0.278, 0.450], [-0.003, 0.115, -0.265], [0.116, 0.336, 0.439], [-0.013, -0.063, -0.134], [-0.175, -0.135, -0.291], [-0.349, 0.672, -0.371], [0.103, 0.411, -0.314], [0.545, -0.304, -0.807], [0.468, -0.626, 0.381], [-1.075, -0.020, 0.559], [1.554, -0.903, 0.594], [3.232, -1.039, -1.078], [-0.247, 0.155, -0.447], [0.013, 0.230, -0.374], [0.884, -0.036, -0.115], [-0.010, 0.645, -1.679], [0.235, -0.312, 0.450], [0.047, -0.380, 0.240], [-1.370, -0.041, 0.106], [-0.027, 0.391, 0.635], [-2.268, 1.117, 0.438], [0.033, -0.446, 0.015], [-0.291, -0.074, 0.131], [0.081, 0.359, 0.640], [-0.616, -0.024, 0.187], [-0.297, 0.574, -0.220], [0.725, -1.433, -1.318], [1.732, -0.993, -0.435], [-2.699, 1.687, -0.287], [0.709, 0.162, 0.390], [0.807, 1.037, -0.450], [-2.685, -0.597, 1.958], [0.165, 0.756, 0.410], [-0.361, 0.100, 0.932], [-0.902, 0.377, 0.375], [0.189, 0.414, 0.313], [0.704, -0.603, -0.179], [0.502, -0.155, -0.282], [-0.920, -0.547, -0.315], [-0.260, -0.361, 0.350], [0.126, -0.469, 0.094], [1.678, 0.335, -1.488], [0.391, 0.361, -0.044]], "lowdin_charge": [-0.02, -0.34, -0.09, 0.05, -0.52, 0.16, 0.06, 0.07, 0.09, 0.07, 0.15, 0.14, 0.15, 0.00, -0.25, -0.11, 0.06, -0.59, 0.16, 0.09, 0.05, 0.06, 0.10, 0.15, 0.14, 0.14, 0.01, -0.25, -0.10, 0.04, -0.62, 0.14, 0.08, 0.08, 0.09, 0.08, 0.14, 0.14, 0.14, -0.04, -0.41, -0.23, -0.21, -0.12, 0.04, 0.06, 0.08, 0.05, 0.15, 0.12, 0.14, 0.09, 0.08, 0.07, 0.06, 0.06, -0.06, -0.44, -0.21, -0.21, -0.09, 0.04, 0.08, 0.07, 0.08, 0.15, 0.13, 0.12, 0.09, 0.08, 0.07, 0.05, 0.03, -0.04, -0.40, -0.19, -0.21, -0.13, 0.08, 0.05, 0.04, 0.08, 0.09, 0.15, 0.11, 0.06, 0.09, 0.11, 0.03, 0.01, -0.03, -0.41, -0.16, -0.21, -0.16, 0.04, 0.06, 0.07, 0.05, 0.10, 0.13, 0.12, 0.07, 0.10, 0.10, 0.08, 0.08, -0.04, -0.41, -0.20, -0.23, -0.12, 0.07, 0.03, 0.08, 0.07, 0.08, 0.12, 0.14, 0.09, 0.08, 0.11, 0.05, 0.06, -0.06, -0.46, -0.24, -0.16, -0.09, 0.05, 0.08, 0.06, 0.10, 0.14, 0.14, 0.08, 0.08, 0.08, 0.08, 0.06, 0.08, -0.08, -0.46, -0.21, -0.21, -0.10, 0.08, 0.10, 0.10, 0.05, 0.15, 0.14, 0.14, 0.09, 0.08, 0.09, 0.02, 0.07, -0.06, -0.46, -0.21, -0.19, -0.11, 0.07, 0.04, 0.08, 0.08, 0.10, 0.15, 0.13, 0.06, 0.10, 0.10, 0.05, 0.08, -0.05, -0.46, -0.21, -0.17, -0.12, 0.05, 0.09, 0.06, 0.08, 0.11, 0.11, 0.13, 0.09, 0.07, 0.09, 0.07, 0.09, -0.05, -0.40, -0.19, -0.18, -0.10, 0.07, 0.09, 0.08, 0.04, 0.12, 0.12, 0.08, 0.09, 0.06, 0.07, 0.07, 0.05, -0.08, -0.40, -0.22, -0.20, -0.08, 0.06, 0.07, 0.08, 0.07, 0.11, 0.12, 0.11, 0.10, 0.07, 0.07, 0.04, 0.06], "fmax_ev_per_a": 3.562, "e_lumo_ev": 0.259, "gap_ev": 9.24}